C4H6OS2 in the gas phase, computed with wB97M-V/def2-TZVPD.

LUMO level = -0.009 Ha
Energy above the lowest of the compared OMol25 structures with the same formula, charge and spin = 1.784 eV
Frontier orbital gap = 8.32 eV
Charge = 0
HOMO energy = -8.5 eV
SMILES = CC(=O)C1(C)SS1
Maximum force = 5.69 eV Å⁻¹

CARTESIAN COORDINATES (ANGSTROEM)
C1 -1.00285 -0.70621 1.35364
C2 -0.53672 0.24337 0.29846
O1 -1.14261 1.27145 0.07564
C3 0.74211 -0.11131 -0.31608
C4 0.91837 0.55966 -1.65643
S1 1.44233 -1.78500 -0.11887
S2 2.03723 -0.28875 1.07251
H1 -2.09160 -0.90685 1.39268
H2 -0.68722 -0.59095 2.43685
H3 -0.46865 -1.63431 1.15733
H4 1.76349 1.08460 -1.76371
H5 0.07772 1.16199 -1.81419
H6 0.87628 -0.43298 -2.32320

=====

2 unconnected molecules or ions with the total composition C37H60F4N3O7PS, computed with wB97M-V/def2-TZVPD.

LUMO level = -0.080 Ha
Frontier orbital gap = 2.03 eV
Charge = 0
HOMO energy = -4.2 eV
Maximum force = 4.61 eV Å⁻¹

CARTESIAN COORDINATES (ANGSTROEM)
C1 -3.72201 2.31451 2.86880
C2 -2.78609 2.26164 2.10489
C3 -1.81150 1.99308 0.96240
C4 -2.25629 0.82608 0.00023
C5 -3.16553 1.43606 -1.12716
C6 -2.72072 2.65372 -1.94607
F1 -4.34369 1.88535 -0.45106
O1 -3.25482 0.14644 0.84755
C7 -3.64513 -1.10012 0.35941
C8 -5.02706 -1.37688 1.01839
C9 -6.11103 -0.41057 0.49298
O2 -6.68928 0.40707 1.14969
O3 -6.40182 -0.60579 -0.83415
C10 -2.50579 -2.18169 0.66746
C11 -2.77665 -2.86967 2.05150
C12 -3.86155 -3.97294 2.20481
C13 -3.22798 -5.35637 2.59039
F2 -4.17748 -6.36967 2.60167
C14 -2.84463 -3.25057 -0.39260
O4 -2.33073 -4.56792 -0.17601
C15 -2.68006 -5.45774 -1.22241
C16 -1.59696 -6.59669 -1.19485
C17 -0.26794 -6.01742 -1.81321
N1 -1.14403 -1.46964 0.58060
C18 -0.18765 -2.56661 0.13505
C19 1.33460 -2.52127 0.18732
C20 2.22709 -2.33222 1.27396
C21 3.62393 -2.36780 1.21045
C22 4.25194 -2.63701 -0.01888
C23 3.42658 -2.89486 -1.13332
C24 2.03641 -2.83784 -1.02014
C25 -0.56581 -1.12863 1.93889
C26 -1.21487 -0.31958 3.07131
C27 -1.12686 -1.17725 4.40943
F3 -0.47251 0.80996 3.47035
C28 -1.19654 -0.26981 -0.35370
P1 -1.41875 -0.77736 -2.22304
N2 -1.19845 0.37340 -3.25940
S1 0.48438 0.64868 -0.59981
O5 1.33484 -0.03064 -1.58541
O6 0.24498 1.94600 -1.21869
F4 1.52247 1.14736 0.70216
H1 -4.52763 2.58599 3.53930
H2 -0.83044 1.86532 1.45204
H3 -1.74508 2.98198 0.46901
H4 -3.61068 0.70648 -1.83950
H5 -3.56967 3.37112 -2.02072
H6 -2.48554 2.42811 -3.00368
H7 -1.87513 3.24778 -1.56495
H8 -3.89828 -1.13768 -0.72745
H9 -5.42067 -2.38338 0.76643
H10 -5.01014 -1.25839 2.11652
H11 -7.14807 -0.03785 -1.08147
H12 -3.14172 -2.06405 2.71972
H13 -1.88029 -3.36528 2.48543
H14 -4.52419 -3.76178 3.07333
H15 -4.55253 -4.18429 1.37327
H16 -2.89571 -5.23396 3.64933
H17 -2.31684 -5.58751 2.01257
H18 -3.95457 -3.35849 -0.43303
H19 -2.57532 -3.04139 -1.44796
H20 -2.63507 -5.01891 -2.23917
H21 -3.65041 -5.96212 -1.01112
H22 -1.36750 -6.74170 -0.11941
H23 -1.93666 -7.51359 -1.70055
H24 0.36546 -6.80153 -2.26658
H25 0.35401 -5.52131 -1.03600
H26 -0.47884 -5.22397 -2.56408
H27 -0.40467 -2.98565 -0.86440
H28 -0.43601 -3.44963 0.76993
H29 1.78052 -2.13537 2.26372
H30 4.26904 -2.18260 2.08009
H31 5.34136 -2.65372 -0.14811
H32 3.86294 -3.12058 -2.11798
H33 1.45112 -3.04988 -1.93373
H34 -0.20144 -2.06337 2.40635
H35 0.41609 -0.60441 1.85095
H36 -2.28971 -0.08783 3.04798
H37 -1.97923 -1.86784 4.51760
H38 -0.14104 -1.67704 4.50055
H39 -1.18572 -0.47591 5.26695
H40 -2.75321 -1.22177 -2.49127
H41 -0.44373 -1.76011 -2.57147
H42 -0.41400 0.17253 -3.87097
C29 5.07603 3.66308 0.89096
C30 4.47275 3.78648 -0.52314
C31 3.14476 4.55832 -0.44740
C32 3.27366 6.05456 -0.15320
C33 4.59533 6.65783 -0.64115
C34 5.28327 5.87528 -1.77332
N3 5.49212 4.49504 -1.32144
O7 6.09860 3.75625 -2.19697
C35 6.65168 6.53652 -1.98516
C36 4.47641 6.01347 -3.06968
C37 4.12162 2.38138 -0.99562
H43 6.00298 3.08675 0.86907
H44 4.38703 3.15547 1.57063
H45 5.30576 4.63912 1.32416
H46 2.60784 4.43949 -1.39194
H47 2.49556 4.10344 0.30641
H48 2.43298 6.57709 -0.61695
H49 3.17673 6.23295 0.92074
H50 4.42735 7.69378 -0.94475
H51 5.27833 6.71656 0.21227
H52 7.28372 6.41762 -1.10246
H53 6.53739 7.60731 -2.16878
H54 7.18075 6.11262 -2.83957
H55 4.37645 7.06785 -3.33893
H56 3.46871 5.60309 -2.99012
H57 4.97165 5.51403 -3.90384
H58 3.40126 1.92454 -0.31533
H59 4.99123 1.72369 -1.02176
H60 3.67025 2.39520 -1.99000

=====

2 unconnected molecules or ions with the total composition C4H9NO, computed with wB97M-V/def2-TZVPD.

LUMO level = -0.022 Ha
Energy above the lowest of the compared OMol25 structures with the same formula, charge and spin = 5.019 eV
Frontier orbital gap = 6.73 eV
Charge = 0
HOMO energy = -7.3 eV
Maximum force = 2.16 eV Å⁻¹

CARTESIAN COORDINATES (ANGSTROEM)
C1 -0.06209 -0.45100 -2.77306
O1 -0.42045 -0.44290 -1.44275
H1 0.17771 0.53131 -3.18039
H2 0.87058 -1.06714 -2.98220
H3 -0.88372 -0.88463 -3.38207
C2 0.70855 0.40785 0.78227
C3 1.76054 0.97134 1.41544
C4 -1.47900 -0.45762 1.05137
N1 -0.44879 0.09085 1.57407
H4 0.52330 0.10782 -0.35562
H5 1.74087 1.17781 2.49159
H6 2.63502 1.22314 0.87313
H7 -2.32961 -0.69444 1.70641
H8 -1.35355 -0.63874 -0.05315
H9 -0.44357 0.32870 2.54963

=====

2 unconnected molecules or ions with the total composition C2H4N2S, computed with wB97M-V/def2-TZVPD.

LUMO level = 0.011 Ha
Energy above the lowest of the compared OMol25 structures with the same formula, charge and spin = 2.597 eV
Frontier orbital gap = 9.91 eV
Charge = 0
HOMO energy = -9.6 eV
Maximum force = 4.51 eV Å⁻¹

CARTESIAN COORDINATES (ANGSTROEM)
C1 -1.88665 0.17398 0.24130
C2 0.37634 -0.34939 -0.81394
N1 -2.41833 1.17856 0.40201
N2 0.92898 0.34871 0.98102
S1 -1.14301 -1.20252 -0.33904
H1 1.07503 -1.01020 -1.26409
H2 0.18885 0.54111 -1.43599
H3 1.01496 -0.55363 1.44282
H4 1.86383 0.87340 0.78591

=====

A molecular structure, C2H6Br2OSi, computed with wB97M-V/def2-TZVPD.

LUMO level (spin up / spin down) = 0.025 / -0.151 Ha
2S+1 = 3
Frontier orbital gap (spin up / spin down) = 6.20 / 6.30 eV
Expectation value of S² = 2.00
Charge = 0
HOMO energy (spin up / spin down) = -5.5 / -10.4 eV
Maximum force = 1.94 eV Å⁻¹

CARTESIAN COORDINATES (ANGSTROEM)
C1 1.96963 0.30547 -0.32791
C2 -1.44314 -0.90412 0.84377
O1 0.82780 1.00480 0.08124
Si1 -0.71645 0.61789 0.00455
Br1 -0.96450 -0.29546 -2.72915
Br2 -1.69589 2.52779 0.40033
H1 1.90724 -0.74904 -0.06450
H2 2.83155 0.75811 0.16277
H3 2.07423 0.39110 -1.40926
H4 -0.70318 -1.69747 0.93278
H5 -1.81022 -0.66456 1.84125
H6 -2.27709 -1.29452 0.26414

=====

A molecular structure, C48H49As2CuF3N2O2SbSi, computed with wB97M-V/def2-TZVPD.

LUMO level (spin up / spin down) = -0.070 / -0.138 Ha
Energy above the lowest of the compared OMol25 structures with the same formula, charge and spin = 0.226 eV
2S+1 = 2
Frontier orbital gap (spin up / spin down) = 7.45 / 6.75 eV
Expectation value of S² = 0.76
Charge = +1
HOMO energy (spin up / spin down) = -9.3 / -10.5 eV
Maximum force = 0.31 eV Å⁻¹

CARTESIAN COORDINATES (ANGSTROEM)
Cu1 0.62008 -0.10086 0.47462
C1 0.15302 4.77352 1.36589
O1 -0.54700 3.75271 2.09915
C2 -0.37681 2.51781 1.65736
O2 0.29041 2.19665 0.69098
N1 -1.08834 1.63574 2.42041
N2 -0.79086 0.27627 2.27283
H1 -0.11726 5.70870 1.84496
H2 -0.16203 4.76735 0.32632
H3 1.22701 4.60556 1.43015
H4 -1.43911 1.96630 3.30751
H5 -1.65050 -0.25022 2.15709
H6 -0.29072 -0.05143 3.09556
C3 -0.50639 -4.19364 0.33882
As1 -0.19647 -2.43548 -0.44638
C4 -1.58458 -2.49936 -1.82480
C5 1.33871 -2.81179 -1.60194
C6 1.75105 -4.11958 -1.84179
C7 2.81345 -4.38626 -2.69452
C8 3.46868 -3.34488 -3.33252
C9 3.07518 -2.03749 -3.09193
C10 2.02587 -1.75908 -2.22309
As2 1.60904 0.07899 -1.75133
C11 3.31051 0.98692 -1.98608
C12 0.68484 0.70191 -3.35378
H7 -0.75165 -4.92143 -0.43351
H8 -1.34396 -4.11820 1.03134
H9 0.37336 -4.51329 0.89474
H10 -1.51732 -3.43578 -2.37755
H11 -1.46317 -1.66564 -2.51515
H12 -2.56415 -2.42393 -1.35137
H13 1.25036 -4.94925 -1.36061
H14 3.12322 -5.40919 -2.86370
H15 4.29035 -3.54843 -4.00669
H16 3.61321 -1.22979 -3.57278
H17 3.64703 0.94212 -3.02080
H18 4.05681 0.53909 -1.33073
H19 3.16701 2.03004 -1.70509
H20 1.27684 0.44664 -4.23272
H21 0.57382 1.78462 -3.29873
H22 -0.30054 0.24564 -3.43840
C13 1.89291 2.36839 5.08713
C14 1.73845 1.03464 5.43488
C15 1.94642 0.03814 4.48824
C16 2.29828 0.35410 3.17200
C17 2.44785 1.70785 2.84230
C18 2.25939 2.70254 3.78881
Si1 2.44527 -0.95146 1.82633
C19 2.05284 -2.65666 2.50504
C20 2.97091 -3.70710 2.42402
C21 2.68272 -4.95682 2.95768
C22 1.47565 -5.17995 3.60259
C23 0.54987 -4.14961 3.70142
C24 0.83441 -2.91351 3.14502
C25 4.11188 -0.92625 0.98539
C26 5.06444 0.05540 1.27895
C27 6.27801 0.09753 0.60825
C28 6.56602 -0.84541 -0.36884
C29 5.63802 -1.83384 -0.66762
C30 4.42313 -1.86986 -0.00092
H23 1.74154 3.14391 5.82626
H24 1.47513 0.76594 6.44979
H25 1.85131 -0.99922 4.78744
H26 2.70258 1.98773 1.82614
H27 2.39720 3.74170 3.51772
H28 3.93279 -3.54795 1.95406
H29 3.41238 -5.75233 2.88344
H30 1.25765 -6.14990 4.02929
H31 -0.39461 -4.31444 4.20382
H32 0.08113 -2.13605 3.21356
H33 4.86643 0.79011 2.04916
H34 7.00257 0.86268 0.85452
H35 7.51363 -0.81470 -0.89023
H36 5.85804 -2.57722 -1.42311
H37 3.70890 -2.64472 -0.25791
F1 -4.95079 0.29026 -6.74814
C31 -4.41591 0.48082 -5.53138
C32 -3.69763 1.63444 -5.29053
C33 -3.15029 1.82482 -4.02885
C34 -3.31638 0.87694 -3.02357
C35 -4.05166 -0.27341 -3.30755
C36 -4.60870 -0.48199 -4.55970
Sb1 -2.44193 1.03342 -1.07167
C37 -4.26522 0.60917 -0.05066
C38 -4.28629 -0.37759 0.93040
C39 -5.45533 -0.70795 1.60359
C40 -6.60964 -0.02983 1.26906
F2 -7.74639 -0.33291 1.91319
C41 -6.63867 0.94313 0.28544
C42 -5.46033 1.25298 -0.37338
C43 -2.49256 3.16656 -0.89371
C44 -1.71433 3.94063 -1.75517
C45 -1.73806 5.32652 -1.70569
C46 -2.53045 5.93299 -0.74916
F3 -2.55176 7.27413 -0.68124
C47 -3.28110 5.20539 0.15188
C48 -3.25938 3.81873 0.06817
H38 -3.58109 2.36698 -6.07719
H39 -2.60683 2.74114 -3.84126
H40 -4.21755 -1.02067 -2.53892
H41 -5.18743 -1.36644 -4.78725
H42 -3.38131 -0.93284 1.16215
H43 -5.48587 -1.47653 2.36342
H44 -7.57214 1.43394 0.04695
H45 -5.47740 2.00321 -1.15551
H46 -1.07075 3.46582 -2.48691
H47 -1.15241 5.93389 -2.38218
H48 -3.87674 5.72096 0.89294
H49 -3.85981 3.24804 0.76604

=====

C5H7NO in the gas phase, computed with wB97M-V/def2-TZVPD.

LUMO level (spin up / spin down) = -0.007 / -0.046 Ha
Energy above the lowest of the compared OMol25 structures with the same formula, charge and spin = 6.526 eV
Frontier orbital gap (spin up / spin down) = 8.58 / 7.37 eV
Charge = 0
HOMO energy (spin up / spin down) = -8.8 / -8.6 eV
Maximum force = 5.32 eV Å⁻¹

CARTESIAN COORDINATES (ANGSTROEM)
C1 0.04062 -0.85837 -0.81625
C2 0.06772 -0.29188 1.85260
C3 -0.80977 0.26864 -0.52059
C4 -1.17273 1.47207 -0.83069
O1 0.55530 -0.98946 -2.10177
C5 1.15223 -0.54969 0.41431
N1 2.29920 -0.29399 0.33346
H1 1.12612 -0.22694 -2.27100
H2 -0.43061 -1.81503 -0.59190
H3 0.24306 0.72772 2.17390
H4 -0.98232 -0.55076 1.91524
H5 0.64682 -0.98018 2.46189
H6 -1.73596 2.16159 -0.20976
H7 -0.99968 1.92626 -1.80942

=====

- The lowest maximum force belongs to which entry?
  C48H49As2CuF3N2O2SbSi